1.
59
Properties=species:S:1:pos:R:3:forces:R:3:mulliken_charge:R:1 method="wB97M-V/def2-TZVPD" e_homo_ha=-0.218 total_charge=-1
Sn 0.06978 -0.20869 -1.57201 0.4 0.4 -0.1 1.7714
O -1.05838 -6.99194 -2.62676 0.0 0.0 0.0 -0.6715
C -1.89945 -6.12301 -2.90070 0.1 0.0 -0.1 -0.0599
O -3.02322 -6.16587 -3.42171 0.0 0.0 0.0 -0.6745
C -1.45675 -4.71263 -2.52531 0.0 0.0 0.0 0.6948
C -1.69446 -4.21007 -1.24236 0.0 0.0 0.0 -0.6820
C -1.29572 -2.94050 -0.91801 0.0 0.1 0.0 -0.2513
N -0.66864 -2.15991 -1.81505 0.0 0.0 0.0 -0.0347
C -0.41736 -2.62369 -3.06091 -0.1 0.1 0.1 0.4350
C -0.80192 -3.88214 -3.44218 0.0 0.0 0.0 -0.3187
C 0.32146 -1.68499 -3.99885 0.1 0.1 0.0 0.3065
O 0.53671 -2.00775 -5.13658 0.0 0.0 0.0 -0.6484
O 0.71271 -0.53740 -3.46295 -0.2 -0.3 0.1 -0.7248
H -2.18883 -4.82102 -0.50016 0.0 0.0 0.0 0.4509
H -1.45665 -2.51683 0.06509 0.0 0.0 0.0 0.4876
H -0.59057 -4.20683 -4.45091 0.0 0.0 0.0 0.5863
O -2.70259 -0.27258 1.48459 0.1 0.0 0.0 -0.6565
As -1.69459 1.10576 1.15326 0.1 0.1 -0.1 0.9621
O -1.16984 1.76429 2.54164 0.0 0.0 -0.1 -0.8291
O -0.38896 0.60174 0.16894 -0.3 -0.3 0.3 0.1476
C -2.75638 2.38478 0.16153 -0.2 0.0 0.0 -0.3882
C -3.06539 3.53113 0.87940 0.0 0.1 0.0 -0.5907
C -3.87575 4.51251 0.31835 0.0 0.0 0.0 -0.5968
C -4.38721 4.34883 -0.95720 0.0 0.0 0.0 -0.5282
C -4.08481 3.20528 -1.68717 0.0 0.0 0.0 -0.5995
C -3.27417 2.23551 -1.12779 0.0 0.0 0.1 0.2766
S -2.89970 0.79472 -2.08365 0.2 0.2 0.0 1.5304
O -3.05032 -0.33882 -1.19044 0.0 -0.1 -0.1 -0.8105
O -3.67183 0.82046 -3.28130 -0.1 0.0 0.0 -0.6906
O -1.41978 0.98293 -2.37813 -0.1 -0.1 -0.3 -0.8189
H -3.05813 -0.59162 0.63525 0.0 0.1 0.0 0.5267
H -2.65838 3.64562 1.87616 0.0 0.0 0.0 0.5263
H -4.10711 5.40359 0.88738 0.0 0.0 0.0 0.3908
H -5.02335 5.10855 -1.39226 0.0 0.0 0.0 0.3932
H -4.46976 3.05362 -2.68621 0.0 0.0 0.0 0.5433
C 5.77839 2.48776 1.58952 0.0 0.0 0.0 -1.4586
C 4.61398 1.58397 1.89705 0.0 0.0 0.0 0.9828
C 4.79594 0.22163 2.10930 0.0 0.0 0.0 -0.7899
C 3.71627 -0.61206 2.37937 0.0 0.0 0.0 -0.5465
C 2.44507 -0.07221 2.44505 0.0 0.1 0.0 0.1285
C 2.23186 1.28642 2.23232 0.0 0.0 0.0 -0.1308
C 3.31977 2.10095 1.96512 0.0 0.0 0.0 -0.7843
S 1.07062 -1.20194 2.64592 -0.1 -0.3 0.0 0.8605
C 0.40352 -0.52306 4.16877 0.1 0.1 0.1 -0.9782
O 1.65456 -2.53021 2.99194 0.0 0.1 0.0 -0.7807
H 6.71892 1.93766 1.60263 0.0 0.0 0.0 0.3716
H 5.84975 3.29694 2.31867 0.0 0.0 0.0 0.3484
H 5.66907 2.94594 0.60467 0.0 0.0 0.0 0.3010
H 5.79508 -0.19653 2.05882 0.0 0.0 0.0 0.2881
H 3.83798 -1.67668 2.53583 0.0 0.0 0.0 0.4897
H 1.22760 1.69678 2.25956 0.0 0.0 0.0 0.2260
H 3.15937 3.15978 1.79453 0.0 0.0 0.0 0.3726
H 1.18841 -0.49216 4.92343 0.0 0.0 0.0 0.4028
H -0.38646 -1.21168 4.46540 0.0 0.0 0.0 0.3773
H -0.01802 0.46111 3.96196 0.0 0.0 0.0 0.2495
O 1.87061 -0.89539 -0.61514 0.0 0.2 -0.2 -0.5463
C 2.43995 0.22604 -0.80729 0.0 -0.4 0.2 0.1796
O 1.83052 1.14106 -1.40752 -0.2 0.0 -0.2 -0.6180
H 3.45656 0.36285 -0.43291 0.0 0.1 0.0 0.6002



2.
10
Properties=species:S:1:pos:R:3:forces:R:3:mulliken_charge:R:1 method="wB97M-V/def2-TZVPD" e_homo_ha=-0.314 total_charge=0
C 1.67627 -0.51957 -0.02202 1.7 2.5 0.7 -0.5897
O 0.29916 -0.43375 -0.02374 -1.9 0.5 -1.1 -0.3167
C -0.34263 0.76305 -0.12568 -1.4 -2.2 1.6 0.1729
N -1.60003 0.84565 0.04275 -0.4 0.3 -0.9 -0.3919
S -2.57352 -0.57421 -0.07026 0.9 -0.3 0.2 -0.1302
H 2.22364 0.41577 -0.49069 -1.1 -1.9 0.6 0.2731
H 1.96175 -0.54103 1.04278 0.4 -0.2 -0.4 0.2566
H 1.90396 -1.44440 -0.49273 0.7 -0.5 -0.5 0.2189
H 0.26022 1.62668 -0.11811 0.7 1.1 -0.2 0.3673
H -3.80882 -0.13820 0.25770 0.5 0.7 0.0 0.1399



3.
67
Properties=species:S:1:pos:R:3:forces:R:3:mulliken_charge:R:1 method="wB97M-V/def2-TZVPD" e_homo_ha=-0.338 total_charge=0 smiles="COCc1cccc(N2C(=O)[C@@H]3C(C)=C[C@@H]([C@H]4CC(=O)N(c5cccc(COC)c5)C4=O)C[C@@H]3C2=O)c1"
C 2.88157 -4.16945 -1.44584 0.0 0.0 -0.1 -0.6775
O 2.60761 -4.08420 -0.06682 -0.1 0.1 0.2 -0.3485
C 3.76003 -4.04164 0.73717 0.0 -0.2 0.2 -0.9185
C 4.54853 -2.75742 0.62671 0.0 0.0 -0.1 0.3771
C 5.91257 -2.73461 0.88617 -0.1 0.0 0.0 -0.7733
C 6.62064 -1.54902 0.80018 0.0 0.0 0.0 -0.8927
C 5.98562 -0.37759 0.42760 -0.1 0.1 -0.1 -0.4497
C 4.62383 -0.40281 0.16383 0.2 -0.3 0.1 0.1653
N 3.95558 0.78320 -0.24305 0.2 -0.5 0.1 0.4685
C 4.08757 1.99692 0.41005 0.0 0.4 0.0 0.2268
O 4.80645 2.19921 1.35042 0.1 0.0 0.1 -0.6329
C 3.13049 2.98163 -0.24720 -0.1 0.1 0.0 0.4250
C 2.01717 3.24163 0.74553 0.1 0.1 0.0 0.0637
C 2.39804 4.11420 1.89752 0.0 -0.1 0.1 -1.8272
C 0.81142 2.70741 0.60705 0.0 0.0 0.0 -0.8519
C 0.40453 1.86014 -0.56514 -0.1 0.3 -0.2 0.7160
C -1.11124 1.93335 -0.83022 0.3 0.0 0.0 0.0882
C -1.57186 1.04912 -1.98806 0.0 0.1 -0.1 -0.8332
C -2.77908 0.29589 -1.47649 0.3 0.0 -0.3 0.2922
O -3.50258 -0.43434 -2.09610 -0.1 -0.1 -0.1 -0.6140
N -2.89408 0.57147 -0.12410 -0.3 -0.2 0.3 0.3824
C -3.90326 -0.00565 0.69330 -0.3 -0.1 0.2 0.2433
C -3.56223 -0.61687 1.89059 0.0 0.0 -0.1 -0.5032
C -4.55965 -1.18629 2.66232 0.0 0.0 0.0 -0.8388
C -5.87554 -1.16483 2.23561 0.0 0.1 -0.1 -0.7786
C -6.21589 -0.54755 1.03880 0.0 0.0 -0.1 0.4176
C -7.65356 -0.49734 0.57629 -0.2 0.1 0.1 -0.9326
O -7.81285 -0.36668 -0.81397 0.0 0.2 0.1 -0.3680
C -7.44634 -1.51819 -1.53808 0.1 -0.1 -0.1 -0.6809
C -5.22335 0.04585 0.27369 0.0 0.0 0.1 0.0372
C -1.96073 1.47417 0.34942 0.1 0.3 -0.2 0.0564
O -1.89748 1.84575 1.49092 0.0 0.0 0.2 -0.6141
C 1.18035 2.33884 -1.79732 0.1 -0.3 0.1 -1.5821
C 2.68026 2.27680 -1.52506 -0.2 0.1 -0.2 0.0565
C 3.13192 0.83613 -1.35092 0.0 0.3 -0.3 -0.0438
O 2.85474 -0.09664 -2.05718 -0.1 -0.1 -0.1 -0.6325
C 3.90245 -1.58083 0.27823 0.1 0.0 0.1 0.1069
H 1.91803 -4.25515 -1.94375 0.1 0.0 -0.1 0.2232
H 3.40197 -3.27905 -1.81413 0.0 0.0 0.0 0.2976
H 3.48880 -5.05525 -1.67065 0.0 0.0 0.0 0.3116
H 3.39588 -4.15320 1.76508 0.1 -0.1 -0.1 0.2635
H 4.41762 -4.89615 0.51067 -0.1 0.1 0.1 0.4211
H 6.41994 -3.64817 1.16005 0.1 -0.1 0.0 0.4230
H 7.67924 -1.53731 1.01075 0.1 0.0 0.0 0.3793
H 6.53580 0.54608 0.34750 0.0 0.1 0.0 0.4484
H 3.65993 3.91962 -0.43657 0.0 -0.1 0.0 0.5677
H 1.59947 4.15259 2.63228 -0.1 0.0 0.1 0.3962
H 3.30241 3.73377 2.37034 0.0 0.1 0.1 0.3236
H 2.60576 5.12670 1.55081 0.1 0.1 0.0 0.3189
H 0.05640 2.89132 1.35445 0.0 0.0 0.2 0.4939
H 0.66387 0.81092 -0.36650 -0.1 0.0 -0.1 0.1549
H -1.37006 2.98313 -1.00962 0.0 -0.1 0.0 0.5822
H -0.81583 0.30972 -2.26200 0.0 0.0 0.0 0.3116
H -1.83322 1.60230 -2.88949 0.0 -0.1 0.0 0.3126
H -2.53346 -0.64115 2.21256 0.1 0.0 0.0 0.4700
H -4.30434 -1.66155 3.59726 0.0 0.0 0.1 0.3800
H -6.64577 -1.62627 2.83639 -0.1 -0.1 0.1 0.4372
H -8.18698 -1.38977 0.94139 0.0 0.1 0.0 0.4457
H -8.13752 0.38861 1.00384 0.0 -0.2 0.0 0.2633
H -8.03023 -2.38801 -1.21160 0.0 0.0 0.0 0.3107
H -6.38047 -1.74516 -1.43269 0.0 0.0 0.0 0.3039
H -7.66688 -1.30477 -2.58183 0.0 -0.1 0.0 0.2225
H -5.48606 0.53511 -0.65147 0.0 0.0 -0.1 0.5021
H 0.89360 3.36749 -2.02520 0.0 0.0 0.0 0.5092
H 0.96552 1.71434 -2.66464 0.0 0.0 0.0 0.5816
H 3.21385 2.67585 -2.39474 0.0 -0.1 0.1 0.3895
H 2.84106 -1.59629 0.08569 -0.1 0.0 -0.1 0.6260



4.
16
Properties=species:S:1:pos:R:3:forces:R:3:mulliken_charge:R:1 method="wB97M-V/def2-TZVPD" e_homo_ha=-0.273 total_charge=0
C 1.12999 -0.92676 -1.01542 0.0 0.1 0.1 -0.9400
C -1.19970 1.24066 -0.65070 0.1 0.0 -0.1 -1.1134
N 0.05210 -0.30519 0.98852 -0.1 -0.3 -0.2 0.0920
C 1.31267 -0.10453 0.08045 -0.3 0.0 -0.1 0.5614
C -1.05517 -0.14595 -0.12492 -0.2 -0.4 0.5 0.5838
O -0.10672 -1.54230 1.62429 0.0 0.4 -0.3 -0.4107
N 2.05022 0.91898 0.30850 -0.1 -0.1 0.1 -0.7478
O -1.84609 -1.05725 -0.16518 0.5 0.5 0.0 -0.5921
H -0.88070 -1.91701 1.13669 0.1 0.0 0.0 0.3805
H 0.00652 0.41514 1.71300 0.0 0.0 -0.1 0.3557
H 1.88839 1.38070 1.19745 -0.1 0.0 0.0 0.2169
H 1.82234 -0.83287 -1.83934 0.0 0.0 0.0 0.3424
H 0.60338 -1.86248 -0.91541 0.0 0.0 0.1 0.2788
H -1.86185 1.80435 0.01722 0.0 -0.1 0.0 0.3011
H -0.24163 1.75220 -0.72706 0.0 -0.1 0.0 0.3314
H -1.67375 1.18229 -1.62808 0.0 0.0 0.0 0.3599